No. 1
C5H8N4O | ωB97M-V/def2-TZVPD

Summary:
- energy relative to the best compared isomer or geometry (same formula, charge and spin) (kcal/mol) = 117.93
- F_max (eV Å⁻¹) = 4.951
- E_HOMO (alpha / beta) (eV) = -8.662 / -8.662
- molecular weight (u) = 140.1
- Kohn-Sham gap (alpha / beta) (Eh) = 0.310 / 0.310
- E (Eh) = -489.441024

```
! RIJCOSX wB97M-V def2-TZVPD def2/J DEFGRID3
* xyz 0 1
C -1.68557 1.17961 -0.10968
C 2.16635 -1.57240 0.40701
C -2.07930 2.65200 0.09753
C 1.47000 -2.49836 -0.52106
C 1.62786 -0.20672 0.59478
N -3.24754 -0.25982 -1.15811
N -2.49182 0.40523 -0.70847
N -0.47985 0.88538 0.41586
N 0.18605 -0.19312 0.10317
O 3.09102 -2.02573 0.95624
H -1.16392 3.29668 0.25968
H -2.74660 3.06639 -0.71282
H -2.73012 2.77798 0.98846
H 2.28807 -3.00517 -1.10403
H 0.85284 -3.19937 0.01430
H 0.92885 -1.90299 -1.25039
H 2.34697 0.46035 0.07632
H 1.66673 0.14005 1.65121
*
```

=====

No. 2
C5H8N5 | ωB97M-V/def2-TZVPD

Summary:
- energy relative to the best compared isomer or geometry (same formula, charge and spin) (kcal/mol) = 48.66
- F_max (eV Å⁻¹) = 4.514
- E_HOMO (eV) = -12.784
- molecular weight (u) = 138.2
- Kohn-Sham gap (Eh) = 0.340
- E (Eh) = -468.758448

```
! RIJCOSX wB97M-V def2-TZVPD def2/J DEFGRID3
* xyz 1 1
C 1.71505 1.36660 -0.26040
C 0.56867 0.56086 0.04053
C 1.08666 -0.70376 0.20688
C -1.00433 -1.66936 -0.07006
C -0.88412 0.78986 -0.13703
N 2.81763 0.65492 -0.09218
N 2.42707 -0.59001 0.08815
N 0.27197 -1.82643 0.21532
N -1.55385 -0.55695 -0.29620
N -1.74089 1.56653 0.68022
H 1.71398 2.35884 -0.59378
H -1.62059 -2.54305 -0.17577
H -0.79816 1.55978 -1.54201
H 3.24226 -1.32785 0.02810
H 0.51204 -2.79206 0.44916
H -2.57883 -0.64806 -0.42370
H -2.56060 1.74270 0.22999
H -1.61397 2.05743 1.65279
*
```

=====

No. 3
C5H8N7 | ωB97M-V/def2-TZVPD

Summary:
- energy relative to the best compared isomer or geometry (same formula, charge and spin) (kcal/mol) = 44.14
- F_max (eV Å⁻¹) = 5.569
- E_HOMO (eV) = -13.205
- molecular weight (u) = 166.2
- Kohn-Sham gap (Eh) = 0.318
- E (Eh) = -578.149318

```
! RIJCOSX wB97M-V def2-TZVPD def2/J DEFGRID3
* xyz 1 1
C 0.92205 -1.87356 -0.11664
C 1.68685 -0.59865 -0.10278
C -2.43089 -0.83995 -0.42269
C 1.26084 1.95616 0.27272
C -0.53944 0.46636 -0.10312
N -0.31637 -1.92293 -0.36930
N -2.79380 0.02418 0.64556
N 0.24396 2.40619 -0.61965
N -1.99189 0.76440 1.09092
N -0.62009 1.57651 -0.77929
N -1.00598 -0.79458 -0.47706
N 0.84320 0.50014 0.56911
H 1.38941 -2.83918 0.15957
H 2.60134 -0.81473 0.47356
H 1.91100 -0.51463 -1.25663
H -2.79770 -1.79896 -0.26592
H -2.70060 -0.43061 -1.29965
H 2.15207 2.03736 -0.16792
H 1.24928 2.51122 1.16772
H 0.93676 0.18527 1.60149
*
```

=====

No. 4
C5H8NO | ωB97M-V/def2-TZVPD

Summary:
- energy relative to the best compared isomer or geometry (same formula, charge and spin) (kcal/mol) = 122.55
- F_max (eV Å⁻¹) = 3.175
- E_HOMO (eV) = -14.199
- molecular weight (u) = 98.1
- Kohn-Sham gap (Eh) = 0.330
- E (Eh) = -324.843668

```
! RIJCOSX wB97M-V def2-TZVPD def2/J DEFGRID3
* xyz 1 1
C -0.80440 0.53821 -1.21685
C -1.20032 -0.57353 1.46571
C -2.58136 0.87080 0.55895
C 0.33803 0.07156 -0.28776
C 1.75787 0.27805 -0.74247
N -0.01935 -0.29518 0.84731
O -1.91092 1.17398 -0.39076
H -1.31022 -0.35718 -1.69859
H -0.51736 1.30369 -2.02043
H -1.37657 -1.71022 1.43563
H -1.17739 -0.14029 2.51039
H -2.28116 -0.16047 1.17353
H 2.28187 1.09435 -0.10602
H 1.74987 0.62630 -1.77668
H 2.31417 -0.68610 -0.74022
*
```

=====

No. 5
C5H8NO | ωB97M-V/def2-TZVPD

Summary:
- energy relative to the best compared isomer or geometry (same formula, charge and spin) (kcal/mol) = 159.28
- F_max (eV Å⁻¹) = 4.681
- E_HOMO (alpha / beta) (eV) = -11.860 / -11.862
- molecular weight (u) = 98.1
- Kohn-Sham gap (alpha / beta) (Eh) = 0.236 / 0.237
- E (Eh) = -324.785132

```
! RIJCOSX wB97M-V def2-TZVPD def2/J DEFGRID3
* xyz 1 1
C -1.76831 0.14046 0.14301
C -2.56684 -0.85361 -0.03892
C 1.48647 -0.41033 0.89608
C 0.12414 1.32580 -0.38517
C 0.87912 -1.13775 -0.21415
N 1.20554 0.33663 -0.34686
O -0.90431 1.01505 0.55027
H -3.53264 -0.69461 -0.40325
H -2.19801 -1.85990 -0.17540
H 0.92640 0.00981 1.74412
H 2.60250 -0.63163 1.28285
H 0.43544 2.32746 0.06561
H -0.11413 1.68105 -1.35083
H 1.40213 -1.85643 -0.87427
H 2.02250 0.60800 -0.89308
*
```

=====

No. 6
C5H8NO | ωB97M-V/def2-TZVPD

Summary:
- energy relative to the best compared isomer or geometry (same formula, charge and spin) (kcal/mol) = 91.92
- F_max (eV Å⁻¹) = 2.817
- E_HOMO (alpha / beta) (eV) = -14.690 / -14.689
- molecular weight (u) = 98.1
- Kohn-Sham gap (alpha / beta) (Eh) = 0.360 / 0.360
- E (Eh) = -324.892472

```
! RIJCOSX wB97M-V def2-TZVPD def2/J DEFGRID3
* xyz 1 1
C -0.12606 -1.85919 0.16149
C 0.88105 -0.96668 0.36846
C -1.08036 -1.53402 -0.90908
C -0.88145 -0.41251 -1.77733
C 0.16705 1.44793 0.63301
N 0.71072 0.36161 -0.24687
O -0.35873 -1.50431 -2.21199
H -0.37803 -2.80567 0.54209
H 1.73977 -0.88872 1.05312
H -2.14583 -1.84240 -0.84069
H -0.93829 0.54759 -2.27398
H 0.06415 2.22768 -0.03985
H -0.92300 1.12977 0.85628
H 0.79195 1.84894 1.46983
H 1.54395 0.79256 -0.80443
*
```

=====

No. 7
C5H8NO | ωB97M-V/def2-TZVPD

Summary:
- energy relative to the best compared isomer or geometry (same formula, charge and spin) (kcal/mol) = 123.02
- F_max (eV Å⁻¹) = 5.610
- E_HOMO (eV) = -15.041
- molecular weight (u) = 98.1
- Kohn-Sham gap (Eh) = 0.305
- E (Eh) = -324.842916

```
! RIJCOSX wB97M-V def2-TZVPD def2/J DEFGRID3
* xyz 1 1
C -0.19235 0.91996 -0.46970
C -0.39366 0.96666 -1.94699
C 0.03838 -0.36403 0.57451
C -0.59583 -1.61022 0.33920
C 0.92465 -0.09363 1.63746
N 0.44149 2.03810 -0.42717
O 0.27749 2.29039 -1.77458
H 0.20242 0.39497 -2.70852
H -1.38701 1.16923 -2.45256
H -0.09483 -2.55935 0.75959
H -1.08007 -1.68219 -0.67635
H -1.52401 -1.42928 1.17127
H 1.43513 0.85987 1.49314
H 1.60673 -0.94890 1.77980
H 0.34147 0.04842 2.70091
*
```

=====

No. 8
C5H8NO | ωB97M-V/def2-TZVPD

Summary:
- energy relative to the best compared isomer or geometry (same formula, charge and spin) (kcal/mol) = 76.60
- F_max (eV Å⁻¹) = 5.873
- E_HOMO (alpha / beta) (eV) = -15.240 / -15.240
- molecular weight (u) = 98.1
- Kohn-Sham gap (alpha / beta) (Eh) = 0.320 / 0.320
- E (Eh) = -324.916894

```
! RIJCOSX wB97M-V def2-TZVPD def2/J DEFGRID3
* xyz 1 1
C 1.19522 0.43325 -0.99376
C -0.65483 0.81593 0.97285
C -1.63379 -0.11993 -0.73745
C -0.13297 -0.63670 0.68258
C 1.42903 -0.60127 -0.01323
N -1.35695 1.02615 -0.29175
O -0.97882 -1.20690 -0.18826
H 0.52964 0.04668 -1.85924
H -1.49135 0.77854 1.73593
H 0.02806 1.58312 1.33701
H -2.23139 -0.33231 -1.60908
H 0.17987 -1.18998 1.47773
H 1.63770 1.37267 -0.96007
H 1.29193 -1.63602 -0.26582
H 2.18865 -0.33326 0.71255
*
```

=====

No. 9
C5H8NO | ωB97M-V/def2-TZVPD

Summary:
- SMILES = C/[NH+]=C/C=C\C=O
- energy relative to the best compared isomer or geometry (same formula, charge and spin) (kcal/mol) = 42.96
- F_max (eV Å⁻¹) = 6.379
- E_HOMO (eV) = -14.607
- molecular weight (u) = 98.1
- Kohn-Sham gap (Eh) = 0.307
- E (Eh) = -324.970497

```
! RIJCOSX wB97M-V def2-TZVPD def2/J DEFGRID3
* xyz 1 1
C 1.87734 1.52880 -0.80032
N 0.81835 0.82898 -0.28710
C 0.69437 -0.48553 -0.41260
C -0.22760 -1.48063 0.14975
C -1.49400 -1.38117 0.61263
C -2.34147 -0.22423 1.02741
O -1.90737 0.89083 1.12212
H 1.99364 1.15618 -1.80273
H 1.62389 2.70273 -0.83573
H 2.81431 1.35334 -0.33222
H 0.09796 1.27528 0.31825
H 1.44809 -1.02814 -0.90079
H -0.02229 -2.61977 -0.03092
H -1.86425 -2.29480 1.02183
H -3.51098 -0.22188 1.15042
*
```

=====

No. 10
C5H8NO | ωB97M-V/def2-TZVPD

Summary:
- <S²> = 2.006
- energy relative to the best compared isomer or geometry (same formula, charge and spin) (kcal/mol) = 115.68
- F_max (eV Å⁻¹) = 15.253
- E_HOMO (alpha / beta) (eV) = -8.162 / -14.723
- molecular weight (u) = 98.1
- Kohn-Sham gap (alpha / beta) (Eh) = 0.183 / 0.261
- E (Eh) = -324.700000

```
! RIJCOSX wB97M-V def2-TZVPD def2/J DEFGRID3
* xyz 1 3
C 1.02648 -0.62058 -2.53572
C 0.40152 0.08557 -1.83724
C -0.52003 0.34767 1.83840
C -0.46506 -0.13375 0.42641
C -0.31627 0.81552 -0.84157
N 0.80307 -0.00653 1.21390
O -0.83619 -1.40102 0.12916
H 1.53687 -1.18636 -3.32369
H -0.76638 1.43168 2.10187
H -0.73731 -0.29487 2.61924
H 0.11514 1.72017 -0.53799
H -1.36365 1.01250 -1.20060
H 1.55867 0.48469 0.85720
H 1.14387 -0.96912 1.53521
H -1.58074 -1.28559 -0.44456
*
```